(1)
The following is a quantum chemistry calculation of a structure of composition C5H7N at a distorted geometry, from the OMol25 dataset.

Each line ends with the Löwdin charge.
Geometry (Å):
C: -1.077 -1.382 1.050  -0.100
C: -0.026 -1.020 0.017  -0.086
C: -0.226 0.525 -0.165  -0.308
C: 0.290 0.096 1.175  -0.199
C: 0.659 1.039 -1.235  -0.081
N: -0.824 -0.451 1.956  0.067
H: -1.941 -2.011 1.039  0.091
H: 0.630 -1.531 -0.666  0.110
H: -1.252 0.910 -0.327  0.143
H: 1.131 0.563 1.652  0.128
H: 1.570 0.474 -1.066  0.079
H: 0.798 2.089 -1.238  0.068
H: 0.268 0.700 -2.193  0.089

Calculated values
E, hartree: -249.3503
HOMO energy, hartree: -0.3219
Gap between HOMO and LUMO, Ha: 0.3580



(2)
The following is a quantum chemistry calculation of an isolated molecule of C5H7N at a distorted geometry, from the OMol25 dataset.

Each line ends with the Löwdin charge.
Geometry (Å):
H: -0.310 1.772 2.196  -0.085
N: -1.124 1.214 2.135  0.006
C: -0.916 0.247 0.881  -0.173
C: -1.482 -0.110 -0.331  -0.027
C: -0.614 -1.356 -0.643  -0.043
C: 0.097 -0.159 -0.040  -0.269
C: 1.521 0.349 -0.294  -0.006
H: -2.117 0.425 -1.013  0.129
H: -0.786 -2.278 -0.075  0.103
H: -0.148 -1.508 -1.693  0.136
H: 1.786 0.966 -1.215  0.107
H: 2.183 -0.529 -0.337  0.085
H: 1.911 0.967 0.429  0.036

Calculated values
E, hartree: -249.2678
SMILES string: [H]/N=C1/[C@@H]2C[C@]12C
HOMO energy, hartree: -0.2882
Gap between HOMO and LUMO, Ha: 0.3123



(3)
The following is a quantum chemistry calculation of an isolated molecule of C5H7N at a distorted geometry, from the OMol25 dataset.

Each line ends with the Löwdin charge.
Geometry (Å):
C: -0.830 0.058 0.396  -0.049
C: -3.113 0.558 1.175  0.034
C: 0.437 -0.064 0.051  -0.314
C: 1.332 -1.164 0.655  -0.053
C: 0.872 0.652 -1.234  -0.085
N: -2.008 0.343 0.621  -0.044
H: -3.754 1.151 0.545  0.005
H: 1.455 -2.082 0.022  0.097
H: 0.662 -1.496 1.478  0.080
H: 2.185 -0.696 1.076  0.057
H: 0.250 0.193 -2.103  0.104
H: 1.946 0.752 -1.464  0.064
H: 0.565 1.795 -1.218  0.105

Calculated values
E, hartree: -249.3095
HOMO energy, hartree: -0.2972
Gap between HOMO and LUMO, Ha: 0.3072



(4)
The following is a quantum chemistry calculation of an isolated molecule of C5H7N, from the OMol25 dataset.

Each line ends with the Löwdin charge.
Geometry (Å):
C: -1.811 0.261 0.033  -0.045
N: -0.446 -0.093 -0.315  -0.182
C: 0.241 -1.196 0.151  -0.114
C: 1.562 -0.861 0.287  -0.102
C: 1.692 0.510 -0.089  -0.098
C: 0.452 0.937 -0.465  -0.131
H: -1.800 0.857 0.954  0.092
H: -2.424 -0.625 0.198  0.086
H: -2.251 0.868 -0.763  0.087
H: -0.253 -2.151 0.288  0.112
H: 2.360 -1.523 0.598  0.090
H: 2.584 1.120 -0.061  0.090
H: 0.094 1.896 -0.816  0.115

Calculated values
E, hartree: -249.4545
SMILES string: Cn1cccc1
HOMO energy, hartree: -0.3055
Gap between HOMO and LUMO, Ha: 0.3450



Q: E of number 1 (C5H7N)?
A: -249.3503 hartree



Q: What is the E in the third record?
A: -249.3095 hartree